Entry 1:
Molecular formula: C38H51ClN8O4RbS
Method: DFT, ωB97M-V/def2-TZVPD

Atoms and positions in Å:
Rb  0.1493  -0.1668  -0.8384
C  0.5887  -0.2153  3.8964
C  -0.3001  0.8406  3.7638
C  0.1513  2.0837  3.3476
C  1.4998  2.2713  3.0843
C  2.3923  1.2213  3.2382
C  1.9368  -0.0257  3.6331
H  0.2267  -1.1877  4.2088
H  -1.3495  0.6924  3.9826
H  -0.5467  2.9042  3.2339
H  1.8609  3.2383  2.7556
H  3.4411  1.3719  3.0308
H  2.6327  -0.8499  3.7228
C  0.5601  1.2438  -4.4846
N  0.8345  -0.1551  -4.1729
C  2.1898  -0.4621  -4.6106
N  2.3520  -0.2494  -6.0611
C  2.0262  1.1480  -6.3554
N  0.6733  1.5097  -5.9296
C  -0.2626  0.6277  -6.6261
N  -0.0100  -0.7909  -6.3550
C  -0.1110  -0.9908  -4.8982
C  1.3702  -1.0911  -6.7457
H  1.2814  1.8692  -3.9543
H  -0.4472  1.4880  -4.1478
H  2.4191  -1.5064  -4.3840
H  2.8815  0.1782  -4.0622
H  2.1060  1.3031  -7.4363
H  2.7456  1.7955  -5.8492
H  -0.1770  0.7934  -7.7048
H  -1.2786  0.8715  -6.3069
H  0.0905  -2.0431  -4.6794
H  -1.1219  -0.7406  -4.5722
H  1.4699  -0.9499  -7.8266
H  1.5796  -2.1374  -6.5079
C  6.3459  4.5332  2.0942
C  5.4527  3.5045  1.4500
C  5.7431  2.1503  1.5250
C  4.9019  1.1971  0.9579
C  5.2364  -0.2663  1.0851
C  3.7536  1.6089  0.2772
C  3.4503  2.9704  0.1883
C  2.2107  3.4295  -0.5301
C  4.2967  3.8960  0.7870
C  2.8150  0.5753  -0.3493
O  2.6442  0.6399  -1.5856
O  2.2956  -0.2581  0.4270
H  7.3563  4.1471  2.2290
H  5.9569  4.8152  3.0758
H  6.3933  5.4362  1.4844
H  6.6446  1.8222  2.0337
H  6.0142  -0.4270  1.8325
H  5.5813  -0.6553  0.1240
H  4.3382  -0.8172  1.3591
H  2.1913  3.0111  -1.5353
H  2.1699  4.5173  -0.5878
H  1.3188  3.0648  -0.0114
H  4.0610  4.9544  0.7230
C  -8.1157  0.6966  0.9642
C  -7.6116  -0.5158  0.1680
C  -6.9086  -0.0086  -1.0878
C  -8.8476  -1.3144  -0.2814
C  -6.7049  -1.4295  1.0775
O  -7.5580  -2.0561  2.0420
C  -5.9343  -2.4614  0.2419
C  -5.2337  -3.6042  1.0047
C  -6.1280  -4.4960  1.8252
C  -7.1417  -5.2370  1.2225
C  -7.9881  -6.0442  1.9671
C  -7.8091  -6.1243  3.3379
Cl  -8.8621  -7.1359  4.2815
C  -6.7971  -5.4172  3.9623
C  -5.9631  -4.6137  3.2013
C  -5.7432  -0.6700  2.0344
N  -4.5875  0.0957  1.5796
C  -3.2800  -0.2489  1.5835
N  -2.5050  0.7981  1.3466
C  -3.4296  1.7680  1.1198
N  -4.6842  1.3980  1.2605
H  -8.9079  1.1961  0.4025
H  -7.3137  1.4158  1.1231
H  -8.5274  0.3822  1.9256
H  -7.5879  0.6499  -1.6349
H  -6.6212  -0.8212  -1.7525
H  -6.0228  0.5654  -0.8443
H  -9.4028  -0.7227  -1.0103
H  -9.5168  -1.5211  0.5555
H  -8.5794  -2.2579  -0.7628
H  -8.0931  -2.7122  1.5847
H  -5.1490  -1.9555  -0.3143
H  -6.6231  -2.9052  -0.4827
H  -4.4456  -3.1932  1.6375
H  -4.7341  -4.2098  0.2450
H  -7.2753  -5.1879  0.1476
H  -8.7754  -6.6089  1.4868
H  -6.6647  -5.4931  5.0329
H  -5.1698  -4.0635  3.6923
H  -5.3541  -1.4277  2.7140
H  -6.3656  0.0016  2.6214
H  -2.9232  -1.2365  1.8183
H  -3.1580  2.7867  0.8980
O  -1.7068  0.5737  -2.3845
S  -2.7718  -0.2775  -1.7729
N  -2.3812  -1.4407  -0.9710

The orbital gap comes out at 7.579 eV. Its maximum force is 1.28 eV/Å. The total energy comes out at -3100.19616 Ha. The net charge is -1. The HOMO energy comes out at -5.50 eV. As for the energy relative to the best compared isomer or geometry (same formula, charge and spin): 31.7 kcal per mole.

---

Entry 2:
Molecular formula: C38H51F16N3O2S
Method: DFT, ωB97M-V/def2-TZVPD

Atoms and positions in Å:
C  -5.1132  -3.2227  -1.2880
C  -3.8905  -4.0977  -1.0273
C  -2.6329  -3.5431  -1.7288
C  -1.4845  -3.1554  -0.7841
C  -0.9772  -1.7296  -1.0529
C  0.4456  -1.4804  -0.5721
C  0.5406  -1.0520  0.8957
C  0.5927  0.4780  1.0778
C  -0.4732  1.0233  2.0487
C  -0.0115  2.2934  2.7580
C  0.3017  3.4009  1.7451
C  -0.4531  4.7404  2.0041
C  -1.4565  5.0012  0.9130
C  -2.8235  4.9544  1.2082
C  -3.7620  5.1588  0.2023
C  -3.3404  5.4072  -1.0950
C  -1.9780  5.4536  -1.4204
C  -1.0456  5.2557  -0.4076
S  0.6995  5.2917  -0.7349
C  0.7201  6.1818  -2.2648
C  1.9349  6.8028  -2.6265
N  3.0361  6.6849  -1.7554
C  2.0300  7.4800  -3.8434
C  0.9141  7.5373  -4.6773
C  -0.2961  6.9542  -4.2950
C  -0.4028  6.2616  -3.0824
N  -1.6624  5.6619  -2.7862
N  -1.9723  4.5074  -3.5610
C  -1.0961  3.3418  -3.3245
C  -1.8611  2.1474  -2.7270
C  -1.9181  0.9393  -3.6658
C  -0.5538  0.3437  -3.9688
H  -5.2202  -3.0543  -2.3534
H  -6.0204  -3.6560  -0.8826
H  -4.9796  -2.2487  -0.8188
H  -3.7295  -4.2013  0.0419
H  -4.1276  -5.0925  -1.3969
H  -2.2858  -4.2975  -2.4256
H  -2.9518  -2.6801  -2.3080
H  -0.6584  -3.8450  -0.9265
H  -1.8304  -3.2014  0.2431
H  -1.6674  -1.0315  -0.5749
H  -1.0607  -1.5542  -2.1235
H  0.9903  -2.4143  -0.6884
H  0.9194  -0.7272  -1.1940
H  -0.3151  -1.4167  1.4555
H  1.4591  -1.4537  1.2972
H  0.4009  0.9382  0.1101
H  1.5780  0.8217  1.3823
H  -1.3470  1.2923  1.4556
H  -0.7391  0.2461  2.7593
H  -0.7669  2.6180  3.4666
H  0.8776  2.0346  3.3303
H  1.3703  3.5889  1.7212
H  0.0432  3.0605  0.7482
H  -0.9753  4.6463  2.9461
H  0.2571  5.5617  2.0239
H  -3.1347  4.7422  2.2175
H  -4.8163  5.1132  0.4203
H  -4.0597  5.5427  -1.8863
H  2.8028  6.9642  -0.8130
H  3.8342  7.2044  -2.0848
H  2.9615  7.9379  -4.1305
H  0.9736  8.0512  -5.6220
H  -1.1535  7.0286  -4.9449
H  -1.9708  4.7677  -4.5316
H  -0.2749  3.5936  -2.6609
H  -0.6627  3.0600  -4.2795
H  -1.3406  1.8199  -1.8262
H  -2.8550  2.4660  -2.4348
H  -2.4991  0.1630  -3.1724
H  -2.4354  1.2256  -4.5778
H  -0.0389  0.0495  -3.0593
H  -0.6766  -0.5140  -4.6218
H  0.0984  1.0353  -4.4953
C  -2.3147  -6.7224  5.0932
C  -1.5606  -5.5114  4.5350
C  -2.2217  -4.6275  3.4717
F  -2.7304  -5.3267  2.4370
F  -1.2970  -3.7748  2.9766
F  -0.3243  -5.8900  4.1418
F  -1.3964  -4.6771  5.6053
O  -2.1975  -7.9993  4.4906
C  -2.8743  -8.3513  3.3539
C  -1.9885  -8.4158  2.0978
F  -1.1645  -7.3570  1.9990
F  -2.7843  -8.4520  1.0070
F  -3.9656  -7.5807  3.1736
F  -3.3080  -9.6119  3.5473
H  -1.8559  -6.8752  6.0685
H  -3.3611  -6.4764  5.2805
H  -3.0261  -4.0416  3.9254
H  -1.3842  -9.3248  2.1337
C  7.1066  -0.3344  1.2028
C  7.9408  -1.5580  0.8098
C  7.5412  -2.3976  -0.4104
F  6.2412  -2.7535  -0.4062
F  8.2890  -3.5238  -0.4147
F  8.1262  -2.3455  1.8927
F  9.1653  -1.0510  0.4754
O  6.0206  -0.4453  2.1060
C  4.7915  -0.9180  1.7359
C  4.4887  -2.3351  2.2497
F  5.5240  -3.1794  2.0848
F  3.4218  -2.8193  1.5774
F  4.5988  -0.8027  0.4070
F  3.8834  -0.1236  2.3375
H  7.8131  0.2831  1.7545
H  6.8196  0.2400  0.3205
H  7.7481  -1.8345  -1.3246
H  4.2523  -2.2923  3.3151

Its structure (SMILES) is CCCCCCCCCCCCc1cccc2c1Sc1c(N)cccc1N2NCCCC.FC(F)C(F)(F)COC(F)(F)C(F)F.FC(F)C(F)(F)COC(F)(F)C(F)F. The orbital gap comes out at 8.057 eV. Its maximum force is 1.05 eV/Å. The total energy comes out at -3789.33548 Ha. The HOMO energy comes out at -7.57 eV.